Entry 1:
Here is a 12-piece molecular cluster, C7H36NO11 overall from OMol25. Energies are from wB97M-V/def2-TZVPD.

Last column: Mulliken charge in e.
Cartesian coordinates (Å):
1 C -0.1414 0.1617 0.3247  -0.14
2 C 0.3992 -1.1263 -0.1696  0.75
3 C 1.7560 -1.0933 -0.9846  -1.44
4 C 2.8404 -0.8552 0.1269  0.97
5 C 3.2139 -1.9912 0.7470  -1.19
6 C 4.3617 1.1550 0.4619  -1.04
7 C 3.1886 0.5066 0.2930  -0.18
8 N -0.6836 -1.7022 -1.1655  0.07
9 H 0.0451 1.1746 -0.0473  -0.46
10 H -1.2604 0.1792 0.4842  0.26
11 H 0.4414 0.3877 1.2881  0.34
12 H 0.4790 -1.8800 0.5896  0.09
13 H 1.9183 -2.0472 -1.4794  0.69
14 H 1.8140 -0.3053 -1.7370  0.31
15 H 4.1698 -1.9436 1.2674  0.31
16 H 2.7989 -2.9463 0.4895  0.35
17 H 4.3797 2.1757 0.8466  0.30
18 H 5.2447 0.5887 0.6531  0.34
19 H 2.4036 1.2268 0.0445  0.06
20 H -0.9494 -2.6783 -0.9677  0.37
21 H -0.3521 -1.6178 -2.1404  0.43
22 H -1.5814 -1.1648 -1.0453  0.21
23 H 0.7791 -1.5366 3.0756  0.36
24 H 1.2175 -3.0610 2.9106  0.26
25 O 0.6251 -2.3781 2.5894  -0.66
26 H -2.8085 0.8211 1.5911  0.31
27 H -2.9009 1.8215 0.3628  0.29
28 O -3.0939 0.9261 0.6464  -0.62
29 H -1.8795 4.3029 -2.1222  0.29
30 H -1.4990 3.5031 -3.3779  0.28
31 O -1.1864 3.7502 -2.5052  -0.57
32 H -1.3983 -2.4535 -4.3466  0.32
33 H -2.4144 -1.5486 -3.5421  0.30
34 O -1.5075 -1.6240 -3.8499  -0.63
35 H 2.1158 -0.0316 3.6055  0.31
36 H 0.8304 0.9056 3.6052  0.28
37 O 1.1635 0.0123 3.7335  -0.68
38 H -2.1647 1.8812 3.0320  0.37
39 H -3.1019 0.8868 3.5625  0.32
40 O -2.1816 0.9164 3.2433  -0.68
41 H 0.0454 1.1482 -4.9550  0.27
42 H 1.4820 0.5865 -4.6624  0.30
43 O 0.6243 0.7809 -4.2818  -0.56
44 H -2.6148 -3.1448 1.5316  0.31
45 H -1.1065 -2.8451 1.8342  0.38
46 O -1.7168 -3.3300 1.2545  -0.63
47 H -0.5503 3.7236 2.3968  0.27
48 H -0.4868 2.7128 1.3021  0.22
49 O -0.8515 2.8289 2.1919  -0.58
50 H -4.0507 -0.4749 -1.2929  0.25
51 H -4.1872 -1.5921 -2.1545  0.30
52 O -3.4552 -1.0903 -1.7567  -0.62
53 H 0.3121 3.5598 -0.8564  0.27
54 H 1.1928 2.4286 -1.4563  0.25
55 O 0.9144 2.8398 -0.6324  -0.63

The value obtained for the energy above the lowest of the compared OMol25 structures with the same formula, charge and spin is 74.10 kcal/mol. The gap between HOMO and LUMO is 8.84 eV. Its net charge is +1. Its total energy is -1170.41776 Ha. Its HOMO energy is -0.4142 Ha.

Entry 2:
Here is a 2-piece molecular cluster, C3H4NO3 overall from OMol25. Energies are from wB97M-V/def2-TZVPD.

Last column: Mulliken charge in e.
Cartesian coordinates (Å):
1 C -0.2400 -0.6229 2.1077  0.74
2 C 2.8724 -1.4218 0.6881  0.68
3 C -0.1047 0.2323 1.0785  -0.81
4 N -0.7069 -0.0240 -0.2969  -0.41
5 O -0.3382 -1.3035 2.9970  -0.14
6 O 2.2278 -1.0565 -0.1836  -0.38
7 O 3.4323 -1.7719 1.6079  -0.27
8 H 0.7298 0.8501 1.1182  0.38
9 H -0.9976 -0.9553 -0.6002  0.36
10 H 0.0581 0.3021 -1.0185  0.43
11 H -1.5359 0.7117 -0.4597  0.43

The value obtained for the energy above the lowest of the compared OMol25 structures with the same formula, charge and spin is 0.00 kcal/mol. The gap between HOMO and LUMO is 9.84 eV. Its net charge is +1. Its total energy is -396.89434 Ha. Its HOMO energy is -0.5411 Ha.

Entry 3:
Here is a 3-piece molecular cluster, C4H13NO2 overall from OMol25. Energies are from wB97M-V/def2-TZVPD.

Last column: Mulliken charge in e.
Cartesian coordinates (Å):
1 C -2.7898 -0.9536 0.3998  -0.99
2 C -1.3017 -0.7676 0.7668  -0.40
3 C -0.5157 0.3679 0.6421  0.16
4 N 0.8398 0.6668 0.4295  -0.09
5 C 1.1679 2.0528 0.9298  -0.79
6 H -3.0273 -1.0232 -0.7400  0.21
7 H -3.4968 -0.0764 0.6307  0.30
8 H -3.1900 -1.8927 0.8775  0.28
9 H -0.8508 -1.7385 0.9534  0.19
10 H -1.2243 1.2684 0.8238  0.10
11 H 1.6028 0.0080 0.5214  0.18
12 H 1.4175 2.1175 2.0391  0.31
13 H 0.1863 2.6593 0.9205  0.29
14 H 1.9118 2.5042 0.2598  0.27
15 O 0.8352 2.2929 -2.6127  -0.65
16 H 1.4533 1.9281 -2.0418  0.31
17 H -0.0249 1.7292 -2.4812  0.33
18 O 1.2844 -3.5080 -0.1354  -0.65
19 H 1.4208 -2.6063 0.0809  0.29
20 H 1.6219 -4.0211 0.7041  0.34

The value obtained for the energy above the lowest of the compared OMol25 structures with the same formula, charge and spin is 63.43 kcal/mol. The gap between HOMO and LUMO is 8.54 eV. The SMILES is C/C=C/NC.O.O. Its total energy is -365.34140 Ha. Its HOMO energy is -0.2934 Ha.

Entry 4:
Here is a 8-piece molecular cluster, C16H49NO8 overall from OMol25. Energies are from wB97M-V/def2-TZVPD.

Last column: Mulliken charge in e.
Cartesian coordinates (Å):
1 C 6.4577 10.6020 7.5339  -0.64
2 O 7.5895 9.9272 7.0250  -0.43
3 C 8.7456 10.3412 7.7746  0.54
4 C 9.0857 11.7991 7.7022  0.71
5 C 9.2871 12.2928 6.2031  -1.48
6 N 10.3277 12.0153 8.4699  -0.69
7 H 6.3980 11.6356 7.1825  0.26
8 H 6.5092 10.6981 8.6674  0.23
9 H 5.6329 10.0095 7.1558  0.26
10 H 8.4923 10.0532 8.7876  -0.33
11 H 9.6532 9.6547 7.4735  -0.14
12 H 8.3215 12.3611 8.2278  0.43
13 H 9.9806 13.1263 6.2376  0.42
14 H 8.3865 12.7047 5.7594  0.35
15 H 9.7110 11.4937 5.5792  0.25
16 H 10.2105 11.7562 9.3903  0.04
17 H 11.0268 11.3855 8.1993  0.20
18 C 14.2790 13.4609 11.2523  -1.17
19 C 14.3946 11.9451 11.5069  0.57
20 C 13.5172 11.4453 12.7054  -0.93
21 O 14.1850 11.1132 10.3371  -0.51
22 H 13.2993 13.7895 10.9055  0.10
23 H 14.9794 13.7315 10.4422  0.38
24 H 14.5991 14.0022 12.1960  0.35
25 H 15.4810 11.8081 11.6046  0.27
26 H 12.5486 11.7818 12.6557  0.05
27 H 13.9859 11.9087 13.5512  0.51
28 H 13.5552 10.3315 12.8288  0.20
29 H 13.2377 11.1981 10.1602  0.17
30 C 15.5347 7.1345 9.5033  -1.20
31 C 15.2255 7.3134 10.9717  0.38
32 C 16.4370 7.7175 11.7546  -1.10
33 O 14.1855 8.2138 11.2478  -0.47
34 H 16.5005 6.5648 9.4614  0.39
35 H 15.8561 8.0223 8.9564  0.33
36 H 14.7740 6.5744 8.9321  0.23
37 H 14.8345 6.4037 11.4017  0.25
38 H 17.2780 7.2344 11.2676  0.38
39 H 16.3935 7.2511 12.7747  0.27
40 H 16.6222 8.7965 11.7336  0.29
41 H 14.4918 9.0392 10.9196  0.15
42 C 9.8732 7.2313 6.3036  -1.16
43 C 11.2389 6.7810 6.9182  0.63
44 C 12.2508 6.7346 5.7940  -1.52
45 O 11.7771 7.7471 7.8265  -0.41
46 H 9.6498 6.4719 5.5846  0.54
47 H 9.8999 8.2904 5.8784  0.17
48 H 9.0571 7.2448 7.0665  0.26
49 H 11.1821 5.8089 7.4672  0.22
50 H 11.9051 6.0800 5.0159  0.44
51 H 13.2114 6.3718 6.0763  0.35
52 H 12.2829 7.7251 5.2947  0.33
53 H 11.2494 7.8778 8.6741  0.21
54 C 7.7261 14.1258 12.4572  -1.49
55 C 8.8547 13.1825 12.0283  1.08
56 C 10.1476 13.8761 12.4428  -0.66
57 O 8.6403 12.0186 12.7898  -0.54
58 H 6.7692 13.6370 12.4112  0.42
59 H 7.6872 15.0158 11.8183  0.37
60 H 7.9874 14.4692 13.4976  0.36
61 H 8.8919 12.8719 11.0095  -0.31
62 H 10.1787 13.7519 13.5179  0.48
63 H 10.1726 14.9692 12.0751  0.26
64 H 11.0087 13.4171 11.9541  -0.31
65 H 8.3987 12.3316 13.6573  0.36
66 O 9.1302 9.6314 11.1248  -0.67
67 H 8.2155 9.4382 10.9290  0.25
68 H 9.0551 10.2132 11.9699  0.27
69 O 10.3443 14.7977 9.1015  -0.70
70 H 10.9859 14.8974 9.8445  0.29
71 H 10.4730 13.9060 8.8275  0.38
72 O 11.5050 9.5997 10.0957  -0.36
73 H 12.3199 9.2117 10.4092  0.27
74 H 10.8401 9.3989 10.7506  0.32

The value obtained for the energy above the lowest of the compared OMol25 structures with the same formula, charge and spin is 0.00 kcal/mol. The gap between HOMO and LUMO is 9.71 eV. The SMILES is COC[C@H](C)N.CC(C)O.CC(C)O.CC(C)O.CC(C)O.O.O.O. Its total energy is -1295.60305 Ha. Its HOMO energy is -0.3428 Ha.